{"formula": "C10H12BrF", "method": "wB97M-V/def2-TZVPD", "gap_ev": 9.164, "e_homo_ev": -9.0, "symbols": ["C", "C", "C", "C", "C", "C", "C", "C", "C", "C", "F", "Br", "H", "H", "H", "H", "H", "H", "H", "H", "H", "H", "H", "H"], "positions_angstrom": [[-1.27802, 1.11256, -1.92917], [-1.11244, 1.61300, -0.59869], [-0.30397, 0.40301, -2.52213], [-0.08757, 1.36858, 0.23320], [-0.04931, -1.37999, 1.98618], [-0.83363, -1.45896, 0.73337], [1.00312, 0.10430, -1.92678], [0.56217, -1.01645, 0.60919], [0.94746, 0.35117, 0.00043], [2.29118, 0.87929, 0.35678], [2.00780, 0.97201, -2.31533], [3.64613, -0.57894, 0.10605], [-2.21072, 1.30284, -2.55357], [-1.72052, 2.47448, -0.32451], [-0.46167, 0.35146, -3.60162], [0.03477, 2.04988, 1.09007], [-0.13367, -0.62440, 2.64651], [0.40489, -2.17690, 2.54961], [-1.00390, -2.54377, 0.64512], [-1.65820, -0.83737, 0.56373], [1.35462, -0.91284, -2.20126], [1.15477, -1.86198, 0.39560], [2.41757, 1.28227, 1.49070], [2.85637, 1.61871, -0.25096]], "forces_ev_per_angstrom": [[-0.64, -1.21, -1.18], [0.11, 1.47, 1.18], [-0.89, 1.55, -0.95], [-0.56, 0.87, -0.13], [1.54, 0.55, -1.07], [-0.14, -2.94, 0.94], [0.73, -0.49, 3.35], [0.06, -0.02, 0.28], [-0.52, -1.48, -2.96], [2.77, 0.54, 2.40], [-0.40, 0.14, -0.57], [-0.10, 0.18, 0.42], [1.30, 0.03, 1.19], [-0.24, -0.31, 0.00], [0.52, -0.72, 0.11], [-0.10, -0.51, -0.21], [-0.88, 2.91, 1.84], [-0.17, -0.85, -0.63], [-0.28, 0.67, -1.17], [-0.94, 0.87, -0.11], [-0.20, 0.48, 0.74], [1.14, -0.24, -1.02], [-0.59, -1.28, -2.52], [-1.53, -0.20, 0.07]]}